{"formula": "C16H20F12O8", "method": "wB97M-V/def2-TZVPD", "orbital_gap_ev": 11.459, "e_above_lowest_ev": 2.826, "spin_multiplicity": 1, "smiles": "CCOC(=O)C(F)(F)F.CCOC(=O)C(F)(F)F.CCOC(=O)C(F)(F)F.CCOC(=O)C(F)(F)F", "e_homo_ev": -11.117, "symbols": ["F", "F", "F", "F", "F", "F", "F", "F", "F", "F", "F", "F", "O", "O", "O", "O", "O", "O", "O", "O", "C", "C", "C", "C", "C", "C", "C", "C", "C", "C", "C", "C", "C", "C", "C", "C", "H", "H", "H", "H", "H", "H", "H", "H", "H", "H", "H", "H", "H", "H", "H", "H", "H", "H", "H", "H"], "xyz": [[-5.361, 2.919, -0.023], [0.705, 3.348, -3.546], [-3.665, 2.907, 1.050], [5.604, 1.907, -4.132], [6.601, 0.682, -2.528], [0.651, -6.250, 1.812], [1.675, 1.512, -2.918], [1.870, -6.078, 0.162], [4.409, 0.862, -2.610], [2.002, 3.370, -1.822], [-0.027, -7.102, -0.158], [-3.830, 1.462, -0.529], [-5.686, 1.545, 2.525], [-4.618, -0.124, 1.339], [4.835, 3.764, -2.096], [-1.153, -4.823, -0.721], [-1.384, 2.212, -2.029], [0.230, 1.771, -0.408], [0.304, -3.741, 0.613], [6.470, 2.704, -0.954], [0.589, -6.091, 0.490], [-1.855, -3.636, -1.144], [-4.972, -1.162, 2.200], [1.039, 2.665, -2.463], [-0.733, 1.097, 0.485], [5.579, 2.795, -1.976], [-4.446, 2.093, 0.457], [5.564, 1.516, -2.870], [-3.142, -3.435, -0.357], [-0.192, 2.197, -1.641], [6.712, 3.837, -0.112], [-0.893, -0.467, 0.313], [-0.054, -4.798, 0.106], [5.784, 3.787, 1.118], [-4.997, 1.192, 1.527], [-3.907, -1.343, 3.205], [-1.501, -0.599, -0.581], [-5.201, -2.060, 1.627], [-1.409, -0.751, 1.230], [7.766, 3.839, 0.165], [-3.735, -0.465, 3.827], [-3.795, -2.639, -0.717], [-0.419, 1.288, 1.512], [-3.678, -4.384, -0.346], [5.783, 4.805, 1.507], [-1.234, -2.744, -1.230], [-2.937, -1.486, 2.730], [-5.887, -0.887, 2.725], [6.037, 3.106, 1.930], [-2.234, -3.799, -2.153], [0.059, -0.971, 0.145], [-1.656, 1.677, 0.460], [4.744, 3.578, 0.868], [-4.257, -2.107, 3.899], [-2.844, -3.279, 0.680], [6.690, 4.787, -0.645]]}